Record 1
ORCA calculation (wB97M-V/def2-TZVPD) on C3H7NO in the gas phase.

Calculated values
Structure (SMILES): C/C=C(/N)O
Strongest force on any atom, hartree/bohr: 0.007
Frontier orbital gap, Ha: 0.312
E, eV: -6759.7452
E_LUMO, eV: 0.758
ΔE to the lowest compared entry with this formula, charge and spin, kcal per mole: 69.30

Last column: natural (NBO) charge in e.
Atoms and positions in Å:
C -1.63 0.17 0.04  -0.602
C -0.35 -0.59 0.40  -0.661
C 0.88 0.10 0.14  0.631
O 1.09 0.97 1.08  -0.683
N 1.80 -0.10 -0.80  -0.771
H -2.48 -0.26 0.57  0.211
H -1.57 1.22 0.32  0.207
H -1.87 0.13 -1.04  0.181
H -0.38 -1.64 0.09  0.204
H 0.20 0.33 1.55  0.468
H 1.60 -0.67 -1.61  0.408
H 2.71 0.34 -0.73  0.407

Record 2
ORCA calculation (wB97M-V/def2-TZVPD) on 2 unconnected molecules or ions with the total composition C3H7NO.

Calculated values
Structure (SMILES): C=CN=C.O
Strongest force on any atom, hartree/bohr: 0.112
Frontier orbital gap, Ha: 0.327
E, eV: -6759.3166
E_LUMO, eV: -0.217
ΔE to the lowest compared entry with this formula, charge and spin, kcal per mole: 79.18

Last column: natural (NBO) charge in e.
Atoms and positions in Å:
C 0.70 0.68 -0.07  -0.044
C 0.57 0.90 -1.47  -0.391
C 1.31 -0.92 1.52  -0.053
N 0.55 -0.57 0.50  -0.425
H 0.93 1.54 0.51  0.183
H 0.28 0.22 -2.17  0.198
H 0.98 1.81 -1.83  0.196
H 1.17 -1.57 2.44  0.211
H 2.06 -0.10 1.82  0.124
H -2.12 -0.11 0.37  0.465
H -2.09 0.30 -1.05  0.466
O -2.57 -0.27 -0.44  -0.931

Record 3
ORCA calculation (wB97M-V/def2-TZVPD) on 2 unconnected molecules or ions with the total composition C3H7NO.

Calculated values
Structure (SMILES): O=C[C@H]1CN1.[H][H]
Strongest force on any atom, hartree/bohr: 0.011
Frontier orbital gap, Ha: 0.396
E, eV: -6759.5632
E_LUMO, eV: 0.894
ΔE to the lowest compared entry with this formula, charge and spin, kcal per mole: 73.50

Last column: natural (NBO) charge in e.
Atoms and positions in Å:
O -1.55 0.13 -1.11  -0.508
C -0.66 0.95 -1.03  0.429
C 0.67 0.68 -0.40  -0.223
C 0.73 -0.07 0.89  -0.227
N 1.09 -0.72 -0.35  -0.547
H -2.05 -1.55 0.43  0.028
H -2.25 -1.89 1.05  -0.034
H -0.80 1.98 -1.41  0.109
H 1.42 1.45 -0.55  0.202
H -0.20 -0.42 1.33  0.218
H 1.50 0.22 1.60  0.197
H 2.10 -0.77 -0.45  0.356

Record 4
ORCA calculation (wB97M-V/def2-TZVPD) on C3H7NO in the gas phase.

Calculated values
Structure (SMILES): CCNC=O
Strongest force on any atom, hartree/bohr: 0.068
Frontier orbital gap, Ha: 0.385
E, eV: -6761.3896
E_LUMO, eV: 0.942
ΔE to the lowest compared entry with this formula, charge and spin, kcal per mole: 31.38

Last column: natural (NBO) charge in e.
Atoms and positions in Å:
O -1.73 -2.57 0.29  -0.614
C -0.83 -1.80 0.62  0.523
N -0.44 -0.78 -0.23  -0.644
C 0.27 1.66 -0.27  -0.633
C 0.79 0.14 -0.05  -0.208
H -0.08 -1.87 1.47  0.104
H -1.15 -0.68 -1.02  0.405
H 1.07 2.32 0.10  0.214
H 0.01 2.02 -1.38  0.224
H -0.59 1.82 0.40  0.219
H 1.48 -0.09 -0.87  0.199
H 1.18 -0.18 0.95  0.211

Record 5
ORCA calculation (wB97M-V/def2-TZVPD) on a molecular structure, C3H7NO.

Calculated values
Strongest force on any atom, hartree/bohr: 0.049
Frontier orbital gap, Ha: 0.333
E, eV: -6757.9387
E_LUMO, eV: 1.186
ΔE to the lowest compared entry with this formula, charge and spin, kcal per mole: 110.96

Last column: natural (NBO) charge in e.
Atoms and positions in Å:
C -1.50 1.25 -0.50  -0.253
N 2.02 -1.09 0.87  -0.821
C 0.10 -0.62 -0.55  -0.169
C 0.77 -0.63 0.60  -0.094
O -1.24 -0.10 -0.08  -0.568
H 2.44 -0.84 1.75  0.391
H 2.61 -1.44 0.13  0.380
H 0.02 -1.17 -1.47  0.204
H -0.51 -0.12 1.04  0.371
H -2.53 1.50 -0.23  0.189
H -1.39 1.34 -1.58  0.188
H -0.79 1.92 0.00  0.182

Record 6
ORCA calculation (wB97M-V/def2-TZVPD) on C3H7NO in the gas phase.

Calculated values
Structure (SMILES): NC[C@H]1CO1
Strongest force on any atom, hartree/bohr: 0.088
Frontier orbital gap, Ha: 0.388
E, eV: -6759.7353
E_LUMO, eV: 1.082
ΔE to the lowest compared entry with this formula, charge and spin, kcal per mole: 69.53

Last column: natural (NBO) charge in e.
Atoms and positions in Å:
C -0.34 0.03 -0.80  -0.249
C 0.10 0.31 0.62  0.053
C -0.06 -0.71 1.69  -0.110
H 0.88 1.60 -1.70  0.360
H 0.18 0.23 -2.75  0.366
H -0.40 -1.08 -0.84  0.192
H -1.35 0.43 -0.88  0.177
H -0.20 1.33 1.01  0.172
H -0.30 -0.54 2.78  0.177
H -0.33 -1.73 1.50  0.171
N 0.62 0.46 -1.84  -0.837
O 1.20 -0.34 1.21  -0.472

Record 7
ORCA calculation (wB97M-V/def2-TZVPD) on C3H7NO in the gas phase.

Calculated values
Structure (SMILES): CC(C)=[NH+][O-]
Strongest force on any atom, hartree/bohr: 0.089
Frontier orbital gap, Ha: 0.329
E, eV: -6758.9947
E_LUMO, eV: 0.869
ΔE to the lowest compared entry with this formula, charge and spin, kcal per mole: 86.61

Last column: natural (NBO) charge in e.
Atoms and positions in Å:
C -0.15 0.22 -0.49  0.187
C -0.55 0.47 0.95  -0.658
C 0.88 -0.81 -0.61  -0.677
N -0.52 0.94 -1.53  -0.035
O -0.05 0.60 -2.61  -0.560
H 0.22 0.69 1.74  0.228
H -1.02 -0.48 1.24  0.222
H -1.24 1.34 0.94  0.211
H 1.88 -0.46 -0.12  0.229
H 1.04 -0.96 -1.64  0.261
H 0.64 -1.73 0.08  0.225
H -1.42 1.50 -1.58  0.366

Record 8
ORCA calculation (wB97M-V/def2-TZVPD) on C3H7NO in the gas phase.

Calculated values
Structure (SMILES): OC[C@H]1CN1
Strongest force on any atom, hartree/bohr: 0.046
Frontier orbital gap, Ha: 0.397
E, eV: -6759.2452
E_LUMO, eV: 1.043
ΔE to the lowest compared entry with this formula, charge and spin, kcal per mole: 80.83

Last column: natural (NBO) charge in e.
Atoms and positions in Å:
O 1.56 0.47 0.85  -0.725
C 1.18 -0.60 0.03  -0.062
C -0.21 -0.37 -0.57  -0.093
C -1.19 0.05 0.39  -0.267
N -0.51 1.04 -0.62  -0.708
H 1.18 1.25 0.40  0.490
H 1.13 -1.50 0.66  0.178
H 1.92 -0.79 -0.76  0.160
H -0.51 -1.08 -1.34  0.198
H -0.94 0.24 1.42  0.217
H -2.23 -0.23 0.15  0.193
H -1.45 1.42 -0.53  0.417

Record 9
ORCA calculation (wB97M-V/def2-TZVPD) on 2 unconnected molecules or ions with the total composition C3H7NO.

Calculated values
Structure (SMILES): CC=O.C=N
Strongest force on any atom, hartree/bohr: 0.076
Frontier orbital gap, Ha: 0.398
E, eV: -6760.1307
E_LUMO, eV: 0.774
ΔE to the lowest compared entry with this formula, charge and spin, kcal per mole: 60.41

Last column: natural (NBO) charge in e.
Atoms and positions in Å:
C 1.75 3.41 -0.66  -0.064
N 1.40 2.70 -1.71  -0.587
H 2.70 3.94 -0.78  0.166
H 1.20 3.51 0.33  0.162
H 0.66 2.10 -1.44  0.322
O -2.06 -1.62 2.14  -0.520
C -1.51 -2.40 1.36  0.440
C -0.83 -2.05 0.01  -0.722
H -1.33 -3.54 1.70  0.103
H -1.30 -1.25 -0.61  0.236
H -0.87 -2.98 -0.58  0.222
H 0.20 -1.81 0.23  0.242

Record 10
ORCA calculation (wB97M-V/def2-TZVPD) on C3H7NO in the gas phase.

Calculated values
Structure (SMILES): OC1CNC1
Strongest force on any atom, hartree/bohr: 0.139
Frontier orbital gap, Ha: 0.352
E, eV: -6757.6268
E_LUMO, eV: 0.987
ΔE to the lowest compared entry with this formula, charge and spin, kcal per mole: 118.15

Last column: natural (NBO) charge in e.
Atoms and positions in Å:
C -0.06 -0.91 -0.29  0.144
C -0.31 -0.06 1.13  -0.248
C 0.99 0.29 -0.74  -0.248
H -2.02 -0.22 -0.88  0.495
H 0.43 -2.00 -0.34  0.181
H -1.27 -0.03 1.27  0.164
H 0.31 0.04 2.02  0.189
H 0.22 2.15 0.82  0.370
H 0.82 0.32 -1.81  0.195
H 2.03 0.30 -0.44  0.188
N 0.05 1.12 0.25  -0.705
O -1.19 -1.01 -0.99  -0.723